(1)
{"formula": "C40H46B2N2NiO5Si", "method": "wB97M-V/def2-TZVPD", "symbols": ["Ni", "O", "H", "H", "B", "C", "N", "H", "H", "H", "C", "C", "C", "O", "B", "O", "C", "C", "C", "H", "H", "H", "H", "H", "H", "H", "H", "H", "H", "H", "H", "C", "C", "C", "C", "C", "C", "N", "C", "C", "C", "C", "C", "C", "C", "O", "O", "C", "C", "H", "H", "H", "H", "H", "H", "H", "H", "H", "H", "H", "H", "H", "H", "C", "C", "C", "C", "C", "C", "Si", "C", "C", "C", "C", "C", "C", "C", "C", "C", "C", "C", "C", "H", "H", "H", "H", "H", "H", "H", "H", "H", "H", "H", "H", "H", "H", "H"], "xyz": [[0.432493, -0.491587, 0.465143], [0.216763, 0.662973, 2.678515], [-0.076797, 1.339147, 2.035553], [1.171319, 0.781305, 2.754329], [0.836087, -5.084421, 1.033796], [0.836849, -3.478353, 0.946578], [0.799868, -2.329539, 0.908844], [0.249886, -5.409765, 2.058271], [0.250842, -5.509176, 0.046025], [1.994768, -5.475487, 1.049068], [-4.117753, -2.332830, 2.250408], [-3.507339, -2.077880, 0.891785], [-3.812830, -3.233833, -0.044965], [-2.080416, -2.012246, 1.041654], [-1.540252, -1.018680, 0.181127], [-2.625008, -0.361169, -0.427884], [-3.846272, -0.697379, 0.291252], [-4.054533, 0.379910, 1.341807], [-5.015124, -0.707436, -0.666887], [-3.822420, -3.328332, 2.592353], [-5.212145, -2.290712, 2.203315], [-3.764803, -1.605666, 2.981899], [-3.326744, -4.128539, 0.350765], [-3.400704, -3.045903, -1.041682], [-4.889699, -3.418686, -0.135312], [-3.229642, 0.394733, 2.061760], [-5.000331, 0.234374, 1.877228], [-4.061205, 1.355510, 0.851665], [-4.839034, -1.375991, -1.511338], [-5.184214, 0.301278, -1.055308], [-5.926313, -1.030107, -0.149140], [-6.052108, -0.572912, -5.345492], [-5.779722, 0.701180, -4.576423], [-6.786281, 1.657587, -4.490204], [-6.591230, 2.815481, -3.747805], [-5.374733, 3.029176, -3.124687], [-4.342545, 2.090874, -3.212272], [-3.160194, 2.386505, -2.505365], [-1.859254, 2.140318, -2.945223], [-1.537261, 2.143870, -4.309054], [-0.228901, 1.943261, -4.735804], [0.790746, 1.741186, -3.811842], [0.464739, 1.746804, -2.461522], [-0.832546, 1.951676, -2.009276], [-1.052604, 1.988046, -0.520452], [-2.035968, 2.588218, -0.071421], [-0.130472, 1.426157, 0.167715], [-4.547550, 0.894668, -3.922693], [-3.510345, -0.205735, -3.929188], [-6.995568, -0.490903, -5.891357], [-6.126088, -1.435295, -4.676173], [-5.259693, -0.799555, -6.065723], [-7.728247, 1.485033, -5.000113], [-7.377992, 3.558372, -3.672929], [-5.189080, 3.933541, -2.555130], [-3.200998, 2.579522, -1.516761], [-2.329621, 2.315076, -5.030172], [-0.008596, 1.948264, -5.798034], [1.816976, 1.585426, -4.124458], [1.230905, 1.580252, -1.714828], [-2.758330, -0.062745, -4.706806], [-3.977246, -1.178223, -4.092192], [-2.974146, -0.250015, -2.976784], [5.064758, -3.428337, -2.359769], [5.509342, -3.081188, -1.089056], [4.856218, -2.085298, -0.359936], [3.740358, -1.408686, -0.874140], [3.304091, -1.792943, -2.155577], [3.955871, -2.779356, -2.894371], [2.759683, -0.071694, 0.045268], [3.722856, 0.023840, 1.720709], [4.644355, 1.027060, 2.068261], [5.236641, 1.092579, 3.331827], [4.932624, 0.140963, 4.297440], [4.035877, -0.875790, 3.983639], [3.441315, -0.928308, 2.723010], [3.383014, 1.550712, -0.759856], [4.236589, 1.631943, -1.871571], [4.614468, 2.861058, -2.424771], [4.145179, 4.049304, -1.877299], [3.290000, 3.998899, -0.777930], [2.914035, 2.771458, -0.238896], [5.565663, -4.208180, -2.921623], [6.362276, -3.591709, -0.657553], [5.222918, -1.832745, 0.631146], [2.421464, -1.312158, -2.582369], [3.586525, -3.054406, -3.877190], [4.916646, 1.780117, 1.332432], [5.938058, 1.889018, 3.556606], [5.383958, 0.192360, 5.281859], [3.787145, -1.629726, 4.722931], [2.732834, -1.726427, 2.511798], [4.620014, 0.716479, -2.317073], [5.277505, 2.885751, -3.284004], [4.432519, 5.003323, -2.305280], [2.900217, 4.916557, -0.350988], [2.213387, 2.753679, 0.598762]], "forces_ev_per_a": [[-0.6, -0.2, -1.2], [0.0, 0.3, 0.5], [0.1, -0.3, -0.1], [0.0, 0.0, 0.0], [0.1, 0.2, 0.0], [0.0, -0.7, 0.2], [-0.3, 0.9, -0.5], [0.1, 0.1, -0.1], [0.1, 0.1, 0.1], [-0.1, 0.1, 0.0], [-0.1, -0.1, 0.3], [0.5, 0.1, 0.0], [0.0, -0.2, -0.2], [0.0, 0.3, -0.4], [-0.2, -0.3, 1.4], [-0.1, -0.2, -0.1], [0.5, 0.1, -0.3], [0.1, 0.2, 0.2], [-0.2, 0.1, -0.2], [0.0, 0.1, 0.0], [0.0, 0.0, 0.0], [0.0, -0.1, -0.1], [0.0, 0.0, 0.0], [0.0, 0.0, 0.1], [0.1, 0.0, 0.0], [-0.1, 0.0, -0.1], [0.1, 0.0, 0.0], [0.0, -0.1, 0.0], [0.0, 0.1, 0.0], [0.0, -0.1, 0.0], [0.1, 0.0, 0.0], [0.0, 0.0, 0.0], [0.2, 0.0, 0.0], [0.1, 0.0, 0.0], [0.1, 0.0, 0.0], [-0.1, 0.1, 0.0], [0.3, 0.1, 0.3], [0.0, -0.4, -0.9], [-0.3, 0.2, 0.0], [0.1, 0.0, 0.0], [-0.1, 0.0, 0.1], [-0.2, 0.0, 0.1], [0.1, -0.1, -0.1], [0.2, -0.1, -0.2], [0.2, -0.3, -0.2], [0.1, 0.2, 0.2], [-0.2, 0.0, 0.3], [0.0, -0.2, -0.1], [-0.1, 0.0, 0.2], [0.1, 0.0, 0.0], [0.0, 0.0, 0.0], [-0.1, 0.1, 0.1], [0.0, 0.0, 0.0], [0.0, 0.0, 0.0], [0.0, 0.0, -0.1], [0.0, 0.1, 0.5], [0.0, 0.0, 0.0], [0.0, 0.0, 0.0], [0.0, 0.0, 0.0], [-0.2, 0.0, -0.2], [0.0, 0.0, 0.0], [0.0, 0.1, 0.0], [-0.1, 0.1, 0.0], [-0.1, 0.1, 0.1], [-0.2, 0.2, 0.0], [0.0, 0.0, -0.2], [0.2, -0.4, -0.4], [0.1, -0.1, 0.0], [0.0, 0.2, 0.2], [0.1, 0.1, 0.8], [0.2, 0.1, 0.4], [0.0, -0.1, 0.1], [-0.1, -0.1, -0.2], [-0.1, 0.0, -0.1], [0.0, 0.0, -0.2], [0.1, 0.1, 0.0], [0.1, 0.4, -0.3], [0.0, 0.2, 0.1], [-0.1, -0.2, 0.2], [-0.1, -0.2, 0.1], [0.0, -0.2, 0.0], [0.0, 0.1, 0.0], [0.0, 0.0, 0.0], [0.0, 0.0, 0.0], [0.0, 0.0, -0.1], [0.1, -0.1, 0.1], [0.0, 0.0, 0.0], [-0.1, -0.1, 0.1], [0.0, 0.0, 0.0], [0.0, 0.0, 0.0], [0.0, 0.0, 0.0], [0.0, 0.1, 0.0], [0.0, 0.1, 0.1], [0.0, 0.0, 0.0], [0.0, 0.0, 0.0], [0.0, 0.0, 0.0], [0.1, 0.0, -0.2]], "mulliken_charge": [-0.352, -0.750, 0.401, 0.306, 0.468, 0.091, -0.177, -0.216, -0.198, -0.189, -2.035, 1.681, -2.145, -0.111, -1.885, 1.461, 1.768, -2.105, -1.767, 0.486, 0.324, 0.374, 0.550, 0.322, 0.292, 0.343, 0.395, 0.491, 0.286, 0.415, 0.368, -1.723, 1.014, -0.919, -0.807, -0.692, -0.967, -0.029, -0.381, -0.575, -0.795, -0.710, 0.999, 0.199, 0.036, -0.904, 0.041, 1.944, -1.178, 0.396, 0.331, 0.345, 0.310, 0.376, 0.480, 0.388, 0.543, 0.364, 0.488, -0.279, 0.429, 0.503, -0.141, -0.445, -0.675, -0.412, 0.381, -0.248, -0.659, 1.625, 0.165, -0.295, -0.630, -0.442, -0.645, -0.261, -0.342, -0.310, -0.627, -0.450, -0.756, 0.194, 0.331, 0.350, 0.281, 0.330, 0.381, 0.268, 0.344, 0.313, 0.406, 0.263, 0.255, 0.330, 0.309, 0.380, 0.308], "largest_force_ha_per_bohr": 0.0283, "energy_ev": -105723.5064, "multiplicity": 1, "total_charge": -2, "mol_weight_g_mol": 743.22, "gap_ev": [5.463, 5.438], "relative_energy_kcal_mol": 19.7}

(2)
{"formula": "C5H6O", "method": "wB97M-V/def2-TZVPD", "symbols": ["C", "C", "C", "O", "C", "C", "H", "H", "H", "H", "H", "H"], "xyz": [[0.805085, -1.503942, 0.454161], [0.135489, -0.244486, -0.014234], [0.198189, 0.315538, -1.249750], [-0.510257, 1.471600, -1.305830], [-0.676656, 0.654472, 0.760807], [-1.036204, 1.661902, -0.073391], [0.952623, -1.484181, 1.539879], [0.213735, -2.394858, 0.214523], [1.785824, -1.620024, -0.018947], [-0.944301, 0.553941, 1.803516], [0.695378, 0.026832, -2.161535], [-1.618906, 2.563206, 0.050801]], "forces_ev_per_a": [[0.0, 0.0, 0.0], [0.1, 0.2, -0.1], [0.1, -0.2, 0.1], [0.0, 0.0, 0.0], [-0.1, 0.1, -0.1], [0.0, 0.0, 0.2], [0.0, 0.0, -0.2], [0.1, 0.1, 0.1], [-0.2, 0.0, 0.1], [0.0, 0.0, -0.1], [0.0, 0.0, 0.1], [0.1, -0.2, 0.0]], "mulliken_charge": [-1.109, 0.802, -0.543, -0.326, -0.532, -0.337, 0.308, 0.244, 0.316, 0.383, 0.401, 0.391], "largest_force_ha_per_bohr": 0.0051, "energy_ev": -7328.9858, "smiles": "Cc1ccoc1", "multiplicity": 1, "mol_weight_g_mol": 82.10, "gap_ev": 9.721, "relative_energy_kcal_mol": 6.9}

(3)
{"formula": "C27H34BBrN", "method": "wB97M-V/def2-TZVPD", "symbols": ["C", "C", "C", "C", "C", "C", "C", "C", "C", "C", "C", "C", "C", "C", "C", "C", "C", "C", "C", "C", "C", "H", "H", "H", "H", "H", "H", "H", "H", "H", "H", "H", "H", "H", "H", "H", "H", "H", "C", "C", "N", "C", "C", "C", "C", "B", "Br", "H", "H", "H", "H", "H", "H", "H", "H", "H", "H", "H", "H", "H", "H", "H", "H", "H"], "xyz": [[-3.870128, -4.604829, 3.829862], [-2.626105, -4.892586, 3.258399], [-1.986949, -3.959071, 2.448251], [-2.590069, -2.713354, 2.165494], [-1.912599, -1.736912, 1.292096], [-0.507389, -1.716201, 1.211525], [0.271346, -1.241110, 0.136504], [1.454211, -1.998077, -0.270193], [2.099824, -1.695298, -1.486442], [3.257707, -2.368700, -1.879864], [3.783579, -3.395242, -1.085443], [3.120829, -3.754628, 0.093990], [1.979687, -3.064694, 0.506920], [-2.732386, -0.827426, 0.491950], [-2.295288, 0.475783, 0.193976], [-3.083703, 1.351610, -0.559378], [-4.341131, 0.927034, -1.020365], [-4.789506, -0.368076, -0.747941], [-3.994319, -1.238791, -0.006934], [-3.844967, -2.436429, 2.756420], [-4.474291, -3.360916, 3.583210], [-4.368405, -5.333339, 4.467448], [-2.148747, -5.857743, 3.446733], [-1.028868, -4.196810, 1.981984], [0.011181, -2.192766, 2.050464], [-0.221858, -0.645192, -0.638217], [1.664160, -0.925573, -2.129017], [3.750696, -2.088003, -2.812773], [4.695015, -3.910205, -1.385294], [3.495129, -4.580892, 0.701201], [1.471116, -3.373662, 1.422801], [-1.348801, 0.824742, 0.608914], [-2.722555, 2.356915, -0.769032], [-4.967114, 1.614014, -1.596913], [-5.765328, -0.709608, -1.103862], [-4.341636, -2.254290, 0.191628], [-4.329251, -1.474948, 2.558834], [-5.435353, -3.114831, 4.030823], [0.510259, 3.615127, -2.886394], [0.509504, 2.708033, -1.670146], [1.719386, 2.909437, -0.758229], [3.011807, 2.753017, -1.544909], [3.189515, 1.360298, -2.107538], [1.656098, 4.357019, -0.272037], [2.742349, 4.710392, 0.717380], [1.619211, 1.828304, 0.422991], [0.300529, 2.448968, 1.857432], [1.111270, 0.589962, 0.071528], [-0.372759, 3.368121, -3.486270], [0.422649, 4.673846, -2.618636], [1.390107, 3.478641, -3.525638], [-0.368620, 2.898477, -1.045696], [0.485863, 1.646543, -1.962921], [3.002270, 3.510294, -2.337734], [3.834009, 2.995587, -0.857787], [4.168538, 1.304548, -2.608921], [3.187723, 0.605222, -1.316336], [2.424640, 1.104634, -2.846777], [1.727926, 4.972331, -1.168959], [0.661651, 4.498041, 0.165340], [2.703599, 5.797600, 0.865860], [2.581473, 4.245549, 1.691341], [3.743793, 4.463765, 0.358064], [2.709477, 1.636353, 0.927230]], "forces_ev_per_a": [[0.1, 0.5, -0.2], [0.0, -0.1, 0.0], [-0.1, 0.2, -0.1], [0.1, -0.2, 0.3], [0.2, 0.6, -0.2], [0.2, 0.5, 0.7], [-1.3, -1.9, -0.5], [0.8, 0.1, 0.3], [0.0, -0.2, 0.0], [-0.2, 0.0, 0.1], [-0.4, 0.3, 0.1], [-0.2, 0.2, 0.1], [0.1, 0.1, -0.2], [-0.7, 0.1, -0.5], [-0.1, 0.3, -0.1], [-0.2, -0.7, 0.2], [0.3, 0.1, 0.0], [0.1, -0.1, 0.1], [0.1, 0.1, 0.1], [0.0, 0.2, -0.2], [0.4, -0.3, -0.1], [0.1, 0.2, -0.2], [-0.2, 0.3, -0.1], [-0.3, 0.0, 0.2], [-0.2, -0.1, -0.6], [0.2, -0.4, 0.3], [0.2, -0.2, 0.2], [-0.2, -0.1, 0.3], [-0.3, 0.1, 0.1], [-0.1, 0.3, -0.2], [0.3, 0.1, -0.3], [-0.3, 0.0, -0.1], [-0.2, -0.2, 0.1], [0.2, -0.3, 0.2], [0.4, 0.2, 0.1], [0.1, 0.3, -0.1], [0.2, -0.4, 0.2], [0.2, -0.1, -0.1], [-0.4, 0.1, -0.3], [0.4, -0.1, 0.1], [-0.5, 0.1, -0.6], [-0.2, 0.0, 0.4], [0.4, -0.1, -0.1], [0.0, -0.5, 0.0], [0.0, 0.4, 0.2], [-0.1, -1.8, 0.5], [0.1, -0.1, -0.1], [0.9, 2.3, 0.2], [0.2, 0.0, 0.0], [0.0, -0.3, -0.1], [-0.3, 0.0, 0.1], [0.2, -0.1, 0.0], [0.1, 0.4, 0.1], [0.1, -0.2, 0.2], [-0.4, -0.2, -0.3], [-0.3, 0.0, 0.1], [0.0, 0.2, -0.1], [0.1, 0.1, 0.1], [0.1, 0.0, 0.1], [0.3, 0.0, -0.1], [0.1, -0.2, 0.0], [0.0, -0.1, -0.2], [-0.2, 0.1, 0.1], [-0.4, 0.2, -0.2]], "mulliken_charge": [-0.407, -0.685, -0.367, 0.025, 0.354, -1.152, -0.231, 0.953, -0.450, -0.587, -0.467, -0.791, -0.473, 0.064, 0.030, -0.845, -0.516, -0.838, -0.208, -0.210, -0.768, 0.398, 0.398, 0.451, 1.197, 0.683, 0.469, 0.412, 0.403, 0.402, 0.268, 0.507, 0.455, 0.410, 0.392, 0.580, 0.503, 0.403, -1.401, 0.135, -0.003, -0.366, -1.201, -0.569, -1.253, 0.695, -0.328, -0.162, 0.453, 0.340, 0.284, 0.181, 0.050, 0.386, 0.248, 0.470, 0.256, 0.268, 0.422, 0.417, 0.434, 0.258, 0.337, -0.110], "largest_force_ha_per_bohr": 0.0479, "energy_ev": -100753.4876, "multiplicity": 1, "total_charge": 1, "mol_weight_g_mol": 463.29, "gap_ev": 6.506, "relative_energy_kcal_mol": 4.4}